This record from the Open Molecules 2025 dataset describes 2 unconnected molecules or ions with the total composition C11H24NP. The level of theory is ωB97M-V/def2-TZVPD.

## Properties
LUMO: 0.72 eV
HOMO energy: -0.30581 Ha
SMILES string: CC/P=C/C(C)(C)CC.[H]/N=C\CC
Energy above the lowest of the compared OMol25 structures with the same formula, charge and spin: 163.8 kJ/mol
Gap between HOMO and LUMO: 9.0392 eV
2S+1: 1

XYZ file:
```
37
Properties=species:S:1:pos:R:3:forces:R:3:mulliken_charge:R:1
C -0.46115 2.81750 -1.42602 0.2 -1.2 -1.9 -0.856
C 0.85834 2.43382 -0.77554 3.0 -0.7 -0.8 -0.561
P 1.10474 0.73813 0.11973 -1.6 1.7 0.7 -0.178
C -0.39467 0.55644 0.85903 1.4 -0.6 0.8 -0.837
C -0.71739 -0.43395 1.96739 -0.5 -1.0 -0.1 2.264
C -0.10579 -1.82574 1.69114 -0.6 2.9 -0.5 -2.170
C -2.30056 -0.49650 2.01134 3.8 -2.4 -0.8 -2.573
C -0.17566 0.04564 3.34272 0.6 -1.6 -0.2 -1.129
C -0.68642 1.37080 3.79657 1.8 -0.9 4.2 -1.137
H -1.27498 3.02898 -0.72089 0.2 -0.4 -0.1 0.285
H -0.36771 3.77984 -2.06961 0.0 -1.8 0.8 0.296
H -0.65234 1.78616 -2.06185 -0.4 3.0 1.3 0.156
H 1.45031 3.21404 -0.22056 -1.0 -0.6 0.1 0.454
H 1.66385 2.22506 -1.58001 -1.4 0.5 0.5 0.288
H -1.25291 1.15218 0.66488 -0.3 1.0 -0.5 0.495
H 0.22780 -2.23422 2.55807 1.0 -1.4 2.6 0.526
H -0.76373 -2.45889 1.23502 -2.1 -1.7 -1.1 0.485
H 0.68471 -1.74169 1.01896 1.7 0.2 -1.0 0.499
H -2.67180 -1.20537 2.66232 -0.4 -1.7 1.9 0.493
H -2.56780 0.39363 2.35067 -1.9 4.0 0.9 0.744
H -2.68582 -0.81070 1.08952 -0.5 0.2 -1.7 0.511
H 0.93504 -0.00645 3.45971 -0.4 0.7 -1.3 0.504
H -0.29463 -0.75137 4.09281 -1.2 0.1 0.0 0.515
H -0.36718 2.11274 3.13659 -0.1 1.5 -1.1 0.329
H -1.72679 1.39242 4.16271 0.5 0.2 -0.6 0.307
H 0.01735 1.49605 4.74755 -1.8 0.4 -1.5 0.300
H -0.25537 -1.17880 -1.43057 0.3 -0.6 0.4 0.173
N -0.31583 -0.44929 -2.11638 0.2 0.2 -2.0 -0.604
C 0.60814 -0.49702 -3.00993 -0.6 2.4 1.4 -0.016
C 1.74924 -1.46845 -3.01075 -1.6 -2.1 1.0 -0.157
C 1.49758 -2.41091 -4.20752 -0.3 2.1 -0.4 -1.302
H 0.54474 0.42532 -3.71223 0.5 -1.8 0.6 0.322
H 1.59206 -2.16150 -2.09329 0.5 1.4 -1.1 0.094
H 2.77529 -1.09410 -2.97517 -0.4 0.4 -0.2 0.392
H 1.15044 -1.84335 -5.08287 0.1 0.0 0.1 0.309
H 2.44144 -2.76661 -4.45048 1.4 -1.5 -0.7 0.412
H 0.73748 -3.13384 -4.02308 -0.2 -0.7 0.3 0.364
```
Forces are in eV/Å.


This record from the Open Molecules 2025 dataset describes a molecular structure, C19H18F4N4OV. The level of theory is ωB97M-V/def2-TZVPD.

## Properties
LUMO (spin up / spin down): -8.18 / -7.50 eV
HOMO energy (spin up / spin down): -0.53431 / -0.53686 Ha
Net charge: +2
Gap between HOMO and LUMO (spin up / spin down): 6.3588 / 7.1072 eV
<S²>: 0.7689
2S+1: 2

XYZ file:
```
47
Properties=species:S:1:pos:R:3:forces:R:3:lowdin_spin:R:1
V -0.15380 -0.67002 0.12315 -3.1 -3.3 -2.9 1.036
C 2.71926 -1.46760 0.41706 0.5 0.1 0.7 0.001
N 1.58073 -1.44897 -0.50862 0.6 -0.3 -0.3 -0.004
C 1.28088 -2.82870 -0.90320 -0.2 -0.9 -0.2 0.005
C 1.91511 -0.61011 -1.67896 -0.1 0.6 -0.7 0.006
C 0.67015 -0.47437 -2.55941 0.9 -0.1 -0.7 0.003
N -0.45719 -0.51852 -1.66549 0.8 0.1 -0.1 -0.013
C -1.72993 -0.50659 -2.13451 -2.8 0.3 -0.8 -0.001
C -2.76019 -0.33685 -1.18601 0.0 -0.1 -1.3 -0.002
F -2.32851 -0.22018 0.12447 0.5 -0.1 0.1 0.006
C -4.10365 -0.27616 -1.50973 0.2 -0.1 -0.1 0.000
F -4.99381 -0.10255 -0.54528 0.0 0.0 0.1 0.000
C -4.49828 -0.40686 -2.83593 0.4 0.0 0.1 -0.003
C -3.51675 -0.58371 -3.80208 0.0 0.1 0.5 0.000
F -3.86226 -0.72323 -5.06609 0.1 0.0 -0.1 0.000
C -2.16213 -0.62805 -3.47478 0.2 -0.1 0.6 -0.003
F -1.26515 -0.81444 -4.44658 -0.1 0.0 -0.1 -0.001
H 3.58291 -1.95862 -0.04317 -0.2 0.0 0.0 0.000
H 2.45884 -2.01108 1.32778 0.0 0.0 -0.1 0.000
H 3.01134 -0.45172 0.68958 -0.1 -0.1 -0.1 0.000
H 2.08968 -3.25335 -1.50514 0.0 0.1 0.1 0.001
H 0.36035 -2.87150 -1.49160 0.1 0.0 0.0 0.001
H 1.16508 -3.44163 -0.00639 0.0 0.1 -0.1 0.000
H 2.74822 -1.04064 -2.24761 -0.1 0.1 0.2 0.001
H 2.21611 0.37774 -1.30848 0.0 -0.2 0.0 0.000
H 0.63107 -1.29366 -3.28995 0.0 0.2 0.2 0.001
H 0.69378 0.46910 -3.12708 0.1 -0.3 0.2 0.000
H -5.54007 -0.37182 -3.11750 -0.1 0.0 0.0 0.000
O 0.49468 0.39646 1.08697 1.8 4.0 0.7 -0.037
C 0.74451 0.74787 2.31132 0.7 0.6 4.5 -0.002
C 1.32324 1.97275 2.67550 -0.3 -0.5 -0.8 -0.007
C 1.51789 2.27852 4.00828 0.0 -0.3 0.0 0.004
C 1.19380 1.35261 4.99336 -0.1 -0.1 -0.1 -0.011
C 0.63845 0.13121 4.65194 0.0 0.0 -0.2 0.005
C 0.37723 -0.19644 3.32085 0.4 0.9 -0.4 -0.010
C -0.30496 -1.41453 2.93422 0.1 -0.1 0.5 0.018
N -0.59145 -1.79396 1.67782 0.2 -0.1 0.8 -0.001
C -1.30994 -2.94714 1.75333 -0.6 -1.0 0.5 0.002
C -1.45341 -3.29027 3.06958 -0.2 -0.3 -0.8 -0.003
N -0.81388 -2.33225 3.78659 0.3 0.6 -0.3 0.008
H 1.59431 2.67286 1.89702 0.0 0.1 0.0 0.000
H 1.92889 3.23646 4.28207 0.1 0.1 0.0 0.000
H 1.36806 1.58684 6.03192 0.0 0.0 0.1 -0.001
H 0.40348 -0.57174 5.43480 0.0 -0.1 0.2 0.000
H -1.68578 -3.45899 0.88174 0.0 0.0 0.1 0.000
H -1.94611 -4.12106 3.53324 -0.1 -0.2 0.0 0.000
H -0.74270 -2.31343 4.79420 0.0 0.1 -0.1 0.000
```
Forces are in eV/Å.


This record from the Open Molecules 2025 dataset describes 6 unconnected molecules or ions with the total composition C42H61N11O3. The level of theory is ωB97M-V/def2-TZVPD.

## Properties
LUMO: -11.54 eV
HOMO energy: -0.53260 Ha
Net charge: +6
Energy above the lowest of the compared OMol25 structures with the same formula, charge and spin: 0.0 kJ/mol
Gap between HOMO and LUMO: 2.9514 eV
2S+1: 1

XYZ file:
```
117
Properties=species:S:1:pos:R:3:forces:R:3:mulliken_charge:R:1
C 0.72270 4.88206 3.81860 0.5 0.3 0.4 -1.104
C 0.67932 3.34669 4.12413 0.0 2.2 -0.5 -0.385
N 1.57515 3.02427 5.25901 1.3 -0.1 2.5 0.199
C 2.86290 2.51014 5.18775 0.4 -0.3 0.0 -0.392
C 3.36072 2.39842 6.45071 1.1 -0.4 0.0 -0.230
N 2.49231 2.91364 7.35464 -2.4 -0.1 -2.5 0.117
C 1.39844 3.25997 6.60068 -0.1 0.3 0.0 -0.252
C 2.56916 2.89702 8.81254 -0.2 0.9 0.8 -0.806
H 1.74696 5.21933 3.65968 0.2 -0.2 0.1 0.345
H 0.33355 5.51721 4.61437 -0.1 -0.3 0.2 0.332
H 0.21515 5.21962 2.91497 -0.3 -0.7 -0.1 0.368
H 1.06436 2.90501 3.20502 -0.1 -0.7 0.5 0.294
H -0.35281 3.07004 4.33921 0.3 -0.5 0.1 0.300
H 3.41019 2.25810 4.29144 -0.5 0.0 -0.1 0.381
H 4.26312 1.94304 6.83111 0.1 0.2 -0.4 0.428
H 0.51356 3.70765 7.02845 0.0 -0.1 -0.1 0.395
H 2.41210 3.91744 9.16209 -0.3 0.0 0.0 0.355
H 3.55444 2.66086 9.21447 0.0 -0.4 -0.7 0.318
H 1.81784 2.24486 9.25787 0.1 0.0 -0.2 0.338
C 4.96038 -0.48151 -6.50858 1.9 -0.3 0.6 -0.997
C 5.12399 0.44003 -5.26014 -0.8 -1.1 -1.1 -0.545
N 4.31249 1.58861 -5.62252 -3.1 2.6 2.2 0.185
C 4.67792 2.60193 -6.50040 -0.8 -0.4 0.2 -0.258
C 3.66499 3.53036 -6.58519 -0.4 -1.4 1.2 -0.523
N 2.63888 3.07347 -5.74766 0.8 -2.6 2.5 0.102
C 3.06824 1.90267 -5.04949 1.7 2.8 -4.3 -0.158
C 1.40383 3.83279 -5.36443 1.0 1.1 -1.3 -0.835
H 3.98219 -0.95333 -6.60157 0.0 0.4 0.1 0.295
H 5.70656 -1.27560 -6.48108 -0.1 -0.2 0.2 0.389
H 5.27283 0.08372 -7.38664 -0.5 0.0 -0.2 0.344
H 6.12626 0.77263 -4.99010 0.0 -0.1 -0.5 0.360
H 4.69758 -0.03009 -4.37399 -0.1 0.1 0.0 0.299
H 5.61342 2.51328 -7.03273 -0.1 0.3 0.1 0.462
H 3.60018 4.49116 -7.07413 0.0 -0.3 -0.2 0.461
H 2.47249 1.40474 -4.29879 0.3 -0.2 -0.1 0.410
H 1.78158 4.71957 -4.85550 -0.4 -0.1 0.4 0.367
H 0.59685 3.33395 -4.82773 0.7 -0.5 0.1 0.308
H 0.97916 4.20217 -6.29787 -0.1 -0.1 0.0 0.334
C 0.38894 -0.90581 -10.44389 0.1 -0.2 -1.1 -1.090
C -0.50972 -2.09768 -10.85669 0.1 1.2 -0.4 -0.410
N -1.22937 -2.60871 -9.73717 -3.4 -1.3 3.5 0.208
C -1.19849 -3.91751 -9.35620 -1.4 -1.0 2.5 -0.229
C -2.04389 -4.09184 -8.20749 1.9 0.2 -1.6 -0.475
N -2.56539 -2.87232 -7.90030 1.7 1.2 -2.3 0.144
C -2.17608 -2.02035 -8.90827 1.1 0.0 0.9 -0.223
C -3.26842 -2.50279 -6.65175 -1.1 -0.2 -0.6 -0.826
H 0.62006 -0.37279 -11.36615 0.4 -0.1 0.0 0.350
H 1.30151 -1.34298 -10.03867 0.1 0.2 0.0 0.327
H 0.05185 -0.12283 -9.76461 -0.7 -0.5 0.1 0.342
H 0.14313 -2.88393 -11.23576 -0.1 -0.1 0.2 0.271
H -1.27867 -1.97192 -11.61893 0.4 0.8 -0.3 0.390
H -0.57633 -4.64022 -9.86317 -0.1 0.0 0.1 0.410
H -2.23557 -4.91891 -7.53996 0.2 -0.2 -0.4 0.437
H -2.51563 -0.99518 -8.89655 0.3 0.0 -0.3 0.373
H -2.85982 -2.96026 -5.75072 0.3 -0.3 -0.5 0.348
H -4.28545 -2.84952 -6.83485 -0.1 0.1 0.6 0.364
H -3.29754 -1.42933 -6.46485 0.2 -0.1 -0.5 0.288
C 0.95005 -8.87866 1.56046 -0.7 -2.1 -0.4 -0.868
N 2.17548 -8.63516 2.29106 0.6 1.1 -0.3 0.040
C 2.51240 -9.45488 3.29163 0.8 0.8 2.1 -0.287
C 3.60097 -9.15632 4.12257 0.3 0.8 -0.7 -0.668
C 4.48679 -8.09626 3.81765 -1.8 -0.7 -1.3 0.992
C 4.13052 -7.34704 2.64635 0.0 -0.3 0.2 -0.738
C 2.95608 -7.59972 1.91672 1.1 -0.7 1.6 -0.098
C 5.70402 -7.91607 4.64606 -1.7 -1.1 2.8 1.011
C 5.78896 -8.29521 6.04197 -0.5 0.4 -1.3 -0.727
C 6.99445 -8.21987 6.71921 -0.9 -0.7 -0.6 -0.178
N 8.04914 -7.73817 6.08483 0.6 1.5 -1.6 0.064
C 7.92910 -7.23531 4.81941 1.7 -1.2 0.6 -0.241
C 6.83275 -7.46027 4.08173 -0.1 0.6 -1.7 -0.699
C 9.39614 -7.67473 6.68404 -0.3 0.4 0.1 -0.774
H 1.20423 -9.75481 0.96393 -0.4 -0.2 -0.2 0.418
H 0.56679 -8.15064 0.84549 0.5 0.6 0.7 0.319
H 0.21961 -9.19488 2.30515 -0.3 0.3 -0.4 0.305
H 1.85684 -10.23128 3.65747 -0.4 -0.1 -0.7 0.360
H 3.76886 -9.69951 5.04081 -0.2 -0.5 -0.3 0.341
H 4.73010 -6.53289 2.26679 0.1 0.1 0.2 0.426
H 2.59687 -7.02562 1.07543 0.2 0.1 0.1 0.415
H 4.93921 -8.67890 6.58704 -0.1 0.0 -0.1 0.420
H 7.14852 -8.66344 7.69178 -0.1 0.2 0.2 0.413
H 8.79290 -6.88936 4.27116 0.4 0.1 0.7 0.343
H 6.86447 -7.36786 3.00615 0.2 0.6 0.0 0.446
H 9.48260 -8.46513 7.42963 0.3 0.0 -0.2 0.331
H 9.46172 -6.69591 7.15913 0.3 -0.1 0.1 0.361
H 10.08153 -7.74861 5.83971 0.3 -0.2 0.6 0.276
C -7.63627 1.58342 1.07950 -0.8 0.1 0.2 -0.824
N -7.65660 3.02310 1.38284 0.7 0.3 -0.2 0.012
C -6.91197 3.80584 0.63618 0.8 2.4 -0.7 -0.099
C -6.81398 5.17763 0.89758 -1.2 -0.5 0.3 -0.868
C -7.62812 5.75742 1.90371 0.8 0.3 -1.3 1.024
C -8.42478 4.88732 2.65321 1.1 0.9 0.5 -0.706
C -8.32236 3.56690 2.40419 -1.8 -2.0 -0.2 -0.233
C -7.66739 7.25551 2.04910 0.4 -0.3 0.7 1.058
C -7.46122 8.12833 0.97185 -0.4 1.2 0.3 -0.649
C -7.70604 9.50648 1.14044 0.3 -1.7 0.7 -0.344
N -8.06401 9.95914 2.37159 0.5 0.0 0.4 -0.014
C -8.03340 9.19452 3.45573 -0.1 -2.6 -0.4 -0.140
C -7.83979 7.78805 3.31720 -1.0 1.8 0.0 -0.712
C -8.35485 11.39900 2.58086 0.6 -0.3 -0.7 -0.842
H -8.56196 1.35905 0.54954 0.0 -0.2 0.1 0.359
H -7.62241 1.09508 2.05389 0.3 -0.5 -0.4 0.395
H -6.78820 1.41383 0.41608 -0.1 -0.4 0.5 0.287
H -6.42863 3.43130 -0.25404 0.1 -0.4 0.2 0.382
H -6.19945 5.74944 0.21804 0.0 0.2 0.2 0.401
H -8.99567 5.12753 3.53796 -0.3 0.5 -0.3 0.391
H -9.01698 2.88280 2.86887 0.3 -0.2 0.5 0.451
H -7.14334 7.73380 0.01807 -0.2 0.3 -0.2 0.359
H -7.57442 10.24360 0.36215 -0.2 0.0 -0.1 0.477
H -8.27146 9.64127 4.40974 0.1 0.1 0.0 0.395
H -8.00620 7.16964 4.18685 0.3 0.0 0.1 0.391
H -8.99665 11.62876 1.73033 0.0 0.8 0.4 0.354
H -7.36507 11.85477 2.55426 -0.3 0.6 -0.3 0.384
H -8.78108 11.58433 3.56680 -0.3 -0.2 -0.3 0.309
N -0.68534 -1.76613 0.09879 0.4 -3.7 -1.0 0.935
O -1.29740 -2.85494 0.11611 -0.5 -0.5 0.7 -0.618
O 0.53520 -1.83470 0.43606 -0.5 2.0 0.0 -0.669
O -1.28559 -0.82708 -0.40915 0.7 2.4 0.2 -0.648
```
Forces are in eV/Å.


Listing largest force on an atom for the structures above in their given order: 4.69, 5.36, 5.39 eV/A.